[1]
This record from the Open Molecules 2025 dataset describes a structure of composition C4H13O3S in a non-equilibrium geometry. The level of theory is ωB97M-V/def2-TZVPD.

Last column: natural (NBO) charge in e.
Cartesian coordinates (Å):
H 1.39 -0.52 2.06  0.51
S 2.38 3.29 -2.19  -0.05
H -0.74 -2.44 2.14  0.51
H 2.22 1.08 -1.50  0.22
H 1.40 3.91 -1.69  0.10
O 2.02 0.44 2.00  -1.01
H 2.07 0.47 1.00  0.46
H 0.51 -0.43 -1.52  0.17
H 0.55 2.21 -0.50  0.18
C 0.32 1.64 -1.48  -0.41
O -0.05 -0.93 0.99  -0.83
H -0.50 2.06 -1.97  0.18
O -1.21 -3.10 2.63  -0.97
H -1.31 0.52 0.76  0.09
H -1.70 -3.57 1.96  0.45
H 1.53 1.37 -3.21  0.20
C -0.44 -0.01 0.27  0.30
C 0.04 0.22 -1.00  -0.56
H -5.23 -4.32 1.56  -0.02
C 1.64 1.70 -2.15  -0.54
H -4.89 -3.62 1.84  0.02

Summary:
LUMO = 3.09 eV
HOMO = -0.1058 Eh
Kohn-Sham gap = 6.0 eV
Net charge = -1

***

[2]
This record from the Open Molecules 2025 dataset describes a structure of composition C32H35CrGeINO2S3 in a non-equilibrium geometry. The level of theory is ωB97M-V/def2-TZVPD.

Last column: Löwdin spin population.
Cartesian coordinates (Å):
H 1.99 2.01 3.39  0.00
N -0.95 2.93 -0.67  -0.01
C -2.69 -1.31 -2.11  0.00
C -1.14 5.66 -0.32  0.01
H -0.16 -2.60 -1.54  0.00
H 1.20 3.45 2.83  0.00
O -0.27 1.21 1.42  0.01
C 0.05 3.73 -1.07  0.01
C 2.07 -0.83 3.41  0.00
C -0.15 2.09 3.89  0.00
H 0.05 2.43 4.91  0.00
C 1.22 -2.98 1.89  0.00
C 0.34 -0.99 7.93  0.00
C -1.69 0.30 8.04  0.00
H 0.79 5.72 -1.26  0.00
H -5.87 -1.17 1.70  0.00
H -1.02 2.64 3.53  0.00
C -4.26 0.26 1.70  0.00
C -0.73 -0.25 5.89  0.00
H 1.14 -1.52 8.42  0.00
H 2.43 -0.02 4.04  0.00
C -2.18 4.83 0.10  0.00
H 1.83 -0.89 0.09  0.00
H 0.05 -1.33 -3.22  0.00
C -1.07 0.49 -3.59  0.01
C 3.01 -1.70 2.85  0.00
H -2.56 1.53 1.95  0.00
H -2.55 0.87 6.17  0.00
C -2.63 -1.84 -0.69  0.00
H -1.57 0.08 -4.47  0.00
Cr -0.89 0.93 -0.31  3.01
C 1.38 -1.22 -0.85  0.00
C -3.03 0.60 2.24  0.00
H 2.16 -1.70 -1.45  0.00
H -2.63 -2.00 4.37  0.00
H -1.21 6.73 -0.17  0.00
H 1.07 -1.43 5.97  0.00
C 0.91 1.77 1.62  0.01
C -3.08 -1.36 3.61  0.00
C -2.41 -0.21 3.20  0.00
Ge -0.64 0.18 3.99  0.00
I -3.87 5.56 1.05  0.00
C 1.05 2.38 2.98  0.00
H -4.81 -2.61 3.40  0.00
H -0.89 1.55 -3.78  0.00
C 0.30 -0.93 6.54  0.00
S -2.30 0.47 -2.24  -0.01
H -3.46 -1.45 -0.08  0.00
H 0.88 -3.86 1.34  0.00
C 0.71 -1.00 3.19  0.00
C -0.03 5.10 -0.92  0.00
H 0.93 3.25 -1.48  0.00
C 2.58 -2.78 2.09  0.00
H -2.84 2.79 0.18  0.00
H -2.47 0.77 8.63  0.00
C 0.30 -2.09 2.42  0.00
S -1.16 -1.39 0.28  -0.02
C -0.65 -0.37 8.68  0.00
H -2.72 -2.92 -0.68  0.00
O 1.75 1.79 0.74  0.02
H -0.62 -0.41 9.76  0.00
C -4.31 -1.71 3.06  0.00
C -4.90 -0.91 2.10  0.00
H -0.76 -2.27 2.26  0.00
H -4.75 0.91 0.97  0.00
H 4.06 -1.55 3.04  0.00
C -2.05 3.47 -0.11  0.01
H 0.57 -2.99 0.02  0.00
C 0.21 -0.26 -3.26  0.00
C 0.22 -2.18 -0.62  0.00
H -2.00 -1.84 -2.77  0.00
S 0.93 0.33 -1.69  -0.05
H 0.95 -0.06 -4.03  0.00
C -1.73 0.36 6.66  0.00
H 3.31 -3.48 1.70  0.00
H -3.69 -1.44 -2.51  0.00

Summary:
Multiplicity = 4
LUMO (alpha / beta) = -7.77 / -6.65 eV
HOMO (alpha / beta) = -0.4760 / -0.4760 Eh
Kohn-Sham gap (alpha / beta) = 5.2 / 6.3 eV
Net charge = +2
Expectation value of S² = 3.81

***

[3]
This record from the Open Molecules 2025 dataset describes a structure of composition C2F3MnNO5S in a non-equilibrium geometry. The level of theory is ωB97M-V/def2-TZVPD.

Last column: natural (NBO) charge in e.
Cartesian coordinates (Å):
Mn -0.99 2.16 0.88  0.86
O 2.52 0.90 -1.09  -0.94
F 2.59 -0.96 1.15  -0.33
O 0.96 1.60 0.80  -1.11
O -3.02 -0.09 0.81  -0.60
O -2.81 -1.50 -0.98  -0.55
N 0.02 0.73 -1.42  -0.64
C -2.77 -0.60 -0.23  1.06
O -1.18 1.02 -0.73  -0.91
C 1.47 -0.93 0.44  0.71
F 0.45 -1.17 1.26  -0.33
S 1.23 0.73 -0.41  2.09
F 1.52 -1.89 -0.47  -0.32

Summary:
Multiplicity = 7
LUMO (alpha / beta) = 3.41 / 3.25 eV
HOMO (alpha / beta) = -0.1137 / -0.1641 Eh
Kohn-Sham gap (alpha / beta) = 6.5 / 7.7 eV
Net charge = -1
Expectation value of S² = 12.00

***

[4]
This record from the Open Molecules 2025 dataset describes the molecule C5H3NO2 in a non-equilibrium geometry. The level of theory is ωB97M-V/def2-TZVPD.

Last column: natural (NBO) charge in e.
Cartesian coordinates (Å):
C 1.76 -0.04 -0.02  0.56
O 2.96 -0.39 -0.40  -0.46
O -2.68 0.40 -0.20  -0.47
H 0.35 -1.91 0.48  0.25
H -0.31 2.26 0.01  0.22
C -1.89 -0.55 -0.12  0.40
C -0.45 0.00 -0.05  -0.12
C 0.64 -0.85 0.29  -0.22
N 1.44 1.37 0.20  -0.37
C 0.15 1.29 -0.13  0.07
H -1.97 -1.58 -0.05  0.15

Summary:
Structure (SMILES) = O=CC1=CC(=O)N=C1
LUMO = -2.23 eV
HOMO = -0.3812 Eh
Kohn-Sham gap = 8.1 eV
Net charge = 0

***

[5]
This record from the Open Molecules 2025 dataset describes the molecule C4H8O. The level of theory is ωB97M-V/def2-TZVPD.

Last column: natural (NBO) charge in e.
Cartesian coordinates (Å):
C -0.46 -1.03 0.04  -0.51
H 0.78 2.12 0.80  0.21
H 1.37 -0.26 0.92  0.20
H -0.24 -2.06 0.37  0.23
C 0.01 -0.87 -1.38  0.45
H -0.04 -0.06 1.94  0.21
O -0.70 -0.61 -2.32  -0.52
H 1.12 -0.95 -1.50  0.10
C 0.30 -0.01 0.90  -0.39
H -1.54 -0.87 0.08  0.22
H 0.25 1.43 -0.73  0.21
C 0.09 1.41 0.35  -0.62
H -0.94 1.74 0.53  0.21

Summary:
Structure (SMILES) = CCCC=O
LUMO = 1.07 eV
HOMO = -0.3601 Eh
Kohn-Sham gap = 10.9 eV
Net charge = 0

***

[6]
This record from the Open Molecules 2025 dataset describes a cluster of 2 separate species, H4O2 in total in a non-equilibrium geometry. The level of theory is ωB97M-V/def2-TZVPD.

Last column: natural (NBO) charge in e.
Cartesian coordinates (Å):
H -0.17 -0.16 0.57  0.49
O 0.25 0.40 1.25  -0.98
H 0.24 0.03 2.13  0.46
O -0.14 -0.32 -1.16  -0.95
H -1.01 -0.76 -1.45  0.48
H 0.04 0.27 -1.96  0.49

Summary:
Structure (SMILES) = O.O
LUMO = 0.61 eV
HOMO = -0.3905 Eh
Kohn-Sham gap = 11.2 eV
Net charge = 0

***

[7]
This record from the Open Molecules 2025 dataset describes a structure of composition C58H141N10O15Y in a non-equilibrium geometry. The level of theory is ωB97M-V/def2-TZVPD.

Last column: Löwdin charge in e.
Cartesian coordinates (Å):
H -2.55 5.34 8.01  0.08
H 3.85 -2.63 -4.90  0.13
H -0.24 5.73 3.51  0.05
C 6.42 -2.62 0.71  -0.40
H 6.24 -2.64 2.83  0.08
H 1.85 1.59 2.47  0.10
N -0.98 2.39 -5.43  -0.12
H 7.65 -3.50 2.26  0.09
C -3.56 -6.23 -3.67  -0.14
C -2.81 0.99 -4.50  -0.05
C -3.17 -3.64 6.47  -0.04
H -3.79 -4.22 -3.09  0.11
H 3.47 5.51 -1.13  0.08
N -4.68 -5.51 6.11  0.03
H -5.40 -5.06 6.64  0.07
H -1.38 2.28 -8.42  0.12
H -2.50 0.16 -5.14  0.08
H -6.06 -0.75 7.94  0.07
C -2.78 -5.43 4.75  -0.17
H 1.07 5.97 -0.76  0.13
C -0.02 -1.60 -4.13  -0.15
H -4.41 -0.71 7.21  0.06
C -2.79 3.48 -7.41  -0.17
H 3.42 1.37 0.72  0.06
C 1.66 -0.02 1.01  -0.44
H -2.78 -4.22 7.30  0.08
C 3.11 5.10 6.53  -0.13
C -2.80 -7.03 -5.94  -0.16
H -2.36 0.86 -3.52  0.05
H 0.23 5.45 -6.99  0.07
C 3.30 -4.64 3.21  -0.10
H -3.24 5.82 2.40  0.07
H 2.30 4.96 7.25  0.08
O -2.08 4.87 5.99  -0.20
O -1.16 -2.48 -6.03  -0.20
H 1.56 3.06 -0.70  0.11
C -0.04 4.72 -6.23  -0.01
H -0.39 1.09 3.72  0.11
O -2.69 -6.16 -4.90  -0.24
H -4.14 5.00 6.10  0.13
H 3.89 -2.52 -2.19  0.09
H 2.99 5.49 2.41  0.08
N 0.57 5.39 3.02  0.04
C -1.49 -5.93 -1.43  -0.23
H -0.78 5.21 -5.60  0.06
H -3.50 3.55 -8.24  0.10
H -1.23 -6.83 -1.99  0.12
H -4.58 1.41 5.16  0.11
H 3.33 4.53 0.32  0.05
H 1.75 2.59 -6.64  0.06
O -0.33 4.89 -1.81  -0.26
H -2.59 -0.25 0.27  0.07
H -3.13 -3.33 2.85  0.07
H -1.89 5.84 -2.63  0.08
H 0.15 4.73 0.16  0.11
H 0.59 1.39 -7.27  0.07
N -4.87 4.17 3.73  0.04
H -3.98 3.88 -4.53  0.07
C 7.32 -2.69 -0.53  -0.21
O 1.15 0.22 -1.38  -0.35
H 2.58 -2.90 -3.94  0.11
C 2.70 4.70 3.10  -0.06
C -1.92 4.67 7.43  -0.07
H -0.42 2.45 1.53  0.10
H -5.26 1.79 1.96  0.10
O -0.07 2.12 -4.31  -0.38
H -0.89 4.01 -8.45  0.11
O -5.75 0.90 3.78  -0.15
C 2.08 -1.60 -5.54  -0.14
C -5.36 -0.19 7.31  -0.05
H -1.33 1.43 -1.87  0.04
H -2.01 -6.21 -0.51  0.12
H -1.43 -0.93 -0.92  0.07
C -1.54 -0.45 0.05  -0.03
H 8.32 -0.97 -2.33  0.09
H 2.25 -7.16 3.62  0.07
H -2.41 -2.96 6.08  0.08
N -2.10 -4.80 -2.06  -0.03
H 7.64 -1.77 2.25  0.08
O 4.06 1.73 -2.13  -0.17
C -0.69 0.84 0.17  -0.43
H 0.34 -6.24 -0.48  0.11
H -0.87 4.82 7.70  0.08
H -2.51 -3.81 -6.61  0.08
H 6.84 2.44 -0.91  0.08
N 5.54 -3.84 0.70  0.04
H -4.00 -2.97 6.73  0.05
H -2.50 -7.98 -5.50  0.09
H -4.22 -5.33 -1.84  0.12
H -4.60 -6.24 -3.99  0.12
C -0.81 1.44 1.63  -0.13
H 1.05 2.67 -8.26  0.08
H -1.44 -3.18 -7.93  0.09
H -4.27 -0.25 4.66  0.13
H -2.16 -5.82 5.55  0.13
H -2.05 5.38 -0.84  0.09
C -3.38 4.40 5.60  -0.20
C 1.45 -1.53 1.17  -0.03
C 0.83 2.45 -7.21  -0.06
H 9.23 -2.48 -2.17  0.09
H 0.45 4.54 2.49  0.05
H -1.44 -3.34 -4.19  0.10
C 1.79 4.03 -1.15  -0.37
H 2.83 -4.59 -2.07  0.06
H 5.19 -1.86 -3.24  0.10
H 1.26 4.41 4.74  0.12
H -5.23 0.81 7.74  0.07
C -3.47 -5.15 -2.61  -0.17
C 8.98 -1.54 -1.67  -0.12
H -3.86 -7.19 -6.09  0.08
C -3.00 3.49 -4.25  -0.02
H 7.72 -3.68 -0.73  0.13
C -1.26 1.89 -0.88  -0.01
H 1.85 -0.03 3.12  0.11
H -3.26 -7.22 -3.34  0.11
H 1.85 7.34 4.34  0.12
H 2.41 3.80 2.56  0.05
H -0.86 -0.94 -3.92  0.10
H -0.96 -4.49 -6.77  0.08
C -0.14 -5.37 -0.93  -0.24
C 3.25 4.51 -0.77  -0.01
O 3.40 -1.03 -3.56  -0.24
H -2.35 4.35 -4.07  0.05
H 3.14 4.31 5.78  0.07
H -4.42 -4.15 4.68  0.13
H 6.14 -4.65 0.65  0.06
N 1.00 -0.80 -4.84  -0.07
C 5.27 1.63 -2.26  -0.76
H -3.40 6.65 3.97  0.09
O 5.85 1.61 -3.36  -0.03
H 0.18 -3.63 -4.91  0.11
H 1.04 6.43 5.64  0.11
H 3.87 -0.05 1.50  0.08
H 0.49 -0.48 -5.65  0.09
O 8.35 -1.75 -0.46  -0.17
H -6.97 -1.45 4.82  0.08
C 3.05 -2.06 -4.45  -0.25
H 5.70 -1.81 0.61  0.12
C 0.68 4.95 -0.77  -0.16
C 1.93 -5.24 3.40  -0.29
C -2.48 2.30 -5.16  -0.47
H 5.07 -3.97 1.59  0.01
H -1.61 -4.70 -2.93  0.06
H -5.60 -1.83 5.04  0.06
C 1.56 5.18 4.03  -0.44
H 3.74 -4.21 4.12  0.09
H 6.64 0.70 -0.76  0.06
C -6.05 -0.07 5.91  -0.40
C -3.76 -4.60 5.42  -0.47
H -2.83 3.56 3.63  0.12
H 2.74 -0.96 -6.13  0.12
H -4.33 2.55 -6.27  0.11
C 2.19 -5.06 -1.32  -0.04
H 0.80 4.57 -5.54  0.05
H 4.00 -5.37 2.80  0.07
H -2.21 3.65 7.71  0.08
H -3.89 1.00 -4.33  0.09
C 1.35 0.62 2.40  -0.15
C 6.10 1.64 -0.94  0.01
H 4.09 3.91 -1.13  0.06
H 2.18 -4.38 -0.47  0.06
O 3.08 6.30 5.80  -0.19
H 1.80 -2.48 -6.11  0.12
H -1.85 1.39 1.93  0.09
C -4.86 1.21 2.79  -0.17
H -2.24 2.33 -0.68  0.08
H -3.17 1.39 -6.97  0.11
C -1.42 5.75 -1.65  -0.09
H 2.19 -1.86 1.90  0.06
O 0.80 -5.04 -1.96  -0.21
H -3.09 3.03 -3.27  0.06
H -0.46 -4.51 -0.34  0.11
H 3.15 -3.88 2.44  0.04
H 2.55 -6.03 -0.98  0.08
C -0.63 -2.91 -4.79  -0.18
H -1.13 -1.21 0.71  0.04
H -4.48 0.31 2.31  0.09
H 0.41 -1.96 -3.20  0.11
O 2.11 -6.42 4.22  -0.09
C -0.11 0.66 2.76  -0.17
H 3.56 4.31 3.63  0.07
C -5.06 0.47 4.89  -0.23
H 6.58 -2.43 -1.28  0.10
H 0.48 -1.81 1.59  0.05
H -2.95 -4.94 2.22  0.09
H 0.82 3.82 -2.77  0.03
H 3.30 -0.13 -0.28  0.05
C -1.50 -3.55 -6.90  -0.10
H -1.76 -3.64 2.04  0.07
H -1.07 6.76 -1.47  0.09
H -6.94 0.55 5.87  0.15
H -5.11 3.20 3.84  0.03
H -3.98 1.82 3.02  0.06
C 1.87 6.43 4.93  -0.11
C 3.21 0.30 0.71  -0.02
C 4.31 -1.62 -2.65  -0.08
C 7.01 -2.64 2.06  -0.08
H -5.22 4.52 2.85  0.08
H 2.06 4.65 -2.98  0.10
C -3.47 4.34 4.04  -0.40
C -3.09 5.73 3.48  -0.05
H 9.86 -0.93 -1.50  0.10
C -0.42 3.18 -6.61  -0.44
O -1.84 -4.67 3.89  -0.17
H -2.43 -6.72 -6.91  0.09
H 1.28 -4.51 3.87  0.11
H -0.57 2.73 -1.01  0.05
H 1.55 -5.59 2.44  0.10
H 1.63 -2.03 0.22  0.07
H 5.45 1.81 -0.09  0.05
H -2.01 5.80 3.60  0.03
C -1.32 3.21 -7.84  -0.16
H -0.56 -0.33 2.71  0.10
N 0.78 0.60 -0.05  -0.14
N 1.81 3.74 -2.61  0.00
H 3.93 5.12 7.25  0.09
C -3.28 2.36 -6.48  -0.17
C -2.42 -4.15 2.75  -0.15
N -6.33 -1.44 5.61  0.03
H -3.65 3.41 5.96  0.10
H -4.16 -5.96 6.85  0.06
H -3.21 -6.29 4.23  0.13
H -2.98 4.35 -6.78  0.10
Y 2.08 1.26 -3.35  1.78
H 4.72 -0.98 -1.87  0.08

Summary:
LUMO = 0.32 eV
HOMO = -0.2296 Eh
Kohn-Sham gap = 6.6 eV
Net charge = 0

***

[8]
This record from the Open Molecules 2025 dataset describes the molecule C6H12O. The level of theory is ωB97M-V/def2-TZVPD.

Last column: natural (NBO) charge in e.
Cartesian coordinates (Å):
C 1.92 -0.63 0.66  -0.39
C -1.68 0.22 -1.09  -0.06
H 0.16 -1.90 0.74  0.21
C 0.28 0.92 -0.06  0.26
C 1.15 0.63 1.13  -0.55
H 2.94 -0.62 1.07  0.21
H 1.84 1.46 1.30  0.22
C -2.15 1.59 -1.51  -0.65
H -1.28 2.22 -1.71  0.24
H 2.04 -0.56 -0.43  0.21
H -1.10 -0.26 -1.88  0.19
H 1.68 -2.79 0.50  0.21
H 0.60 0.41 2.06  0.20
H -2.75 1.51 -2.42  0.22
H 1.27 -2.13 2.09  0.20
C 1.22 -1.94 1.02  -0.61
H -2.76 2.05 -0.73  0.21
H -2.51 -0.44 -0.81  0.19
O -0.84 0.27 0.09  -0.51

Summary:
LUMO = 1.06 eV
HOMO = -0.3025 Eh
Kohn-Sham gap = 9.3 eV
Net charge = 0

***

[9]
This record from the Open Molecules 2025 dataset describes a cluster of 2 separate species, C2H11N2O in total in a non-equilibrium geometry. The level of theory is ωB97M-V/def2-TZVPD.

Last column: natural (NBO) charge in e.
Cartesian coordinates (Å):
H 0.13 0.24 1.94  0.20
H -0.26 -2.27 -0.15  0.14
H 1.58 1.72 -0.15  0.30
H -0.85 -1.96 -1.71  0.16
H -1.76 -0.07 0.41  0.37
C -0.59 -1.43 -0.78  0.09
H -2.62 -1.06 -0.51  0.38
C 0.94 0.90 1.67  -0.56
H 1.12 1.60 2.50  0.23
H 1.03 -1.01 -1.70  0.49
O 0.56 -0.58 -0.99  -0.77
N -1.71 -0.66 -0.40  -0.89
N 0.68 1.57 0.37  -1.07
H -0.02 0.96 -0.09  0.43
H 1.88 0.35 1.65  0.22
H 0.24 2.50 0.48  0.31

Summary:
Multiplicity = 2
LUMO (alpha / beta) = 0.74 / 0.57 eV
HOMO (alpha / beta) = -0.1149 / -0.3627 Eh
Kohn-Sham gap (alpha / beta) = 3.9 / 10.4 eV
Net charge = 0
Expectation value of S² = 0.75

***

[10]
This record from the Open Molecules 2025 dataset describes the molecule C15H23BrN2O3. The level of theory is ωB97M-V/def2-TZVPD.

Last column: natural (NBO) charge in e.
Cartesian coordinates (Å):
C 3.37 0.10 2.40  -0.21
O -4.60 1.13 -3.63  -0.63
H -2.69 2.54 -4.10  0.25
H -3.69 0.56 -1.24  0.21
C -3.94 -0.33 -1.83  -0.16
C -0.99 -0.02 -1.74  0.32
H -4.92 -0.70 -1.50  0.21
C 0.84 -0.61 -0.24  -0.06
C 2.19 -0.47 6.05  -0.60
C 0.28 0.20 -1.22  -0.29
H -1.68 1.67 -5.25  0.21
H 1.67 -1.30 6.53  0.21
H 4.14 0.54 4.35  0.20
H -1.80 -2.71 0.15  0.24
H 2.83 -1.23 0.22  0.21
O -3.03 -1.39 -1.61  -0.51
H -1.24 3.31 -4.76  0.21
C -1.21 -1.89 -0.23  -0.26
H 3.04 -1.68 4.49  0.19
H 1.57 0.42 6.17  0.20
C 3.17 0.38 3.89  -0.39
H 2.59 1.30 4.00  0.19
H 0.87 1.02 -1.59  0.22
H 4.00 0.90 1.96  0.16
C -4.09 0.08 -3.30  0.67
H 3.91 -0.84 2.28  0.19
N 2.10 -0.03 1.73  -0.62
H 2.69 0.48 -0.27  0.17
Br 0.78 -2.85 1.54  0.06
H 3.13 -0.31 6.58  0.20
H 0.14 1.51 -3.63  0.17
N -3.69 -0.87 -4.16  -0.82
H 1.54 0.81 1.87  0.35
C -0.85 1.81 -3.27  -0.06
C 0.08 -1.67 0.23  -0.07
H 1.49 -0.95 4.07  0.22
C -1.76 -1.08 -1.20  0.24
C 2.44 -0.77 4.58  -0.40
C 2.20 -0.33 0.31  -0.23
H -3.21 -1.69 -3.81  0.41
C -1.67 2.37 -4.42  -0.63
H -3.70 -0.69 -5.15  0.40
O -1.54 0.69 -2.75  -0.53
H -0.73 2.57 -2.48  0.17

Summary:
Structure (SMILES) = CCCCNCc1cc(OCC)c(OCC(N)=O)cc1Br
LUMO = 0.68 eV
HOMO = -0.3074 Eh
Kohn-Sham gap = 9.0 eV
Net charge = 0

***

[11]
This record from the Open Molecules 2025 dataset describes the molecule CH3IO2 in a non-equilibrium geometry. The level of theory is ωB97M-V/def2-TZVPD.

Last column: natural (NBO) charge in e.
Cartesian coordinates (Å):
H 0.45 -1.36 -0.25  0.17
O -0.16 -0.02 1.29  -0.70
H 0.29 1.34 -0.86  0.49
C 0.01 -0.39 0.03  0.41
I -2.13 -0.48 -0.99  -0.15
O 0.82 0.45 -0.68  -0.72
H 0.73 0.46 1.47  0.50

Summary:
Structure (SMILES) = OC(O)I
LUMO = -0.01 eV
HOMO = -0.3472 Eh
Kohn-Sham gap = 9.4 eV
Net charge = 0

***

> The highest net charge belongs to which entry?

C32H35CrGeINO2S3